122
Properties=species:S:1:pos:R:3:forces:R:3 method="wB97M-V/def2-TZVPD" relative_energy_ev=4.419 e_tot_ev=-100986.8327 e_homo_ha=-0.3522 max_force_ha_per_bohr=0.1103 homo_lumo_gap_ha=0.354 molar_mass_g_mol=881.02 e_lumo_ev=0.05
C -2.363082 -5.887553 -2.659186 0.479 0.179 -0.399
C -2.542624 -7.373681 -2.398588 -0.423 0.111 0.221
C -2.802301 -8.210056 -3.617620 0.383 0.865 -1.494
O -2.068129 -9.401785 -3.404478 -1.117 -1.798 -0.509
C -1.258445 -9.260986 -2.380881 2.696 -2.328 2.288
O -0.490601 -10.105602 -1.882673 -2.461 2.437 -1.992
O -1.372746 -8.027815 -1.910410 0.806 1.402 1.353
H -1.434523 -5.722934 -3.205786 0.261 -0.076 0.225
H -2.376523 -5.249906 -1.775255 0.136 -0.331 0.131
H -3.102219 -5.465494 -3.340101 -0.451 -0.411 0.064
H -3.317119 -7.541445 -1.650182 -0.142 0.040 0.088
H -2.296526 -7.798555 -4.491098 -0.326 0.554 -0.156
H -3.860120 -8.321652 -3.855695 0.158 -0.624 0.171
C -3.793363 4.456468 2.650935 0.845 0.955 -0.457
C -3.093838 5.823493 2.568592 -1.358 -0.320 0.878
C -3.992664 7.027248 2.952979 -0.082 -0.906 -0.248
O -3.396338 7.560469 4.126129 0.178 1.040 -0.045
C -2.302892 6.857878 4.494647 -1.542 -1.226 -0.302
O -1.723073 6.954665 5.520082 0.521 0.550 -0.015
O -2.146653 5.845815 3.613872 1.861 -0.117 -0.173
H -4.420265 4.437226 1.759459 -0.461 -0.571 0.329
H -4.283913 4.336666 3.616912 -0.387 0.084 -0.267
H -3.020811 3.689791 2.591953 -0.106 -0.085 -0.226
H -2.701461 5.961536 1.561072 0.675 0.018 0.266
H -4.983751 6.675058 3.239027 -0.125 0.186 -0.188
H -4.044958 7.727054 2.118941 -0.019 0.367 0.422
C 11.413892 2.115930 3.426479 -0.274 0.656 0.814
C 10.028790 1.987518 2.844945 1.232 -0.392 -1.604
C 9.056508 1.054056 3.502619 1.616 -1.192 0.098
O 8.058292 1.886413 3.998923 -1.486 0.345 0.048
C 8.220396 3.146852 3.537480 -2.505 3.818 2.267
O 7.495381 4.138795 3.861882 2.954 -4.523 -1.735
O 9.340675 3.211715 2.828535 -0.222 1.452 -0.209
H 11.295275 2.382027 4.476826 0.207 -0.255 0.271
H 11.960150 2.958130 3.001746 -0.036 -0.181 -0.361
H 11.991905 1.197405 3.324898 -0.110 0.036 0.002
H 10.130452 1.682713 1.803378 0.069 0.118 -0.162
H 9.536545 0.500431 4.309581 -0.224 0.091 0.266
H 8.820250 0.319615 2.732654 -1.233 0.015 0.296
C 1.134358 -7.765868 3.590339 0.041 -0.184 -0.895
C 1.841039 -6.639925 4.303202 0.134 -0.684 0.042
C 2.854604 -7.102997 5.333770 -0.250 0.595 0.966
O 4.015211 -6.284531 5.082428 0.222 -0.861 1.196
C 3.849030 -5.568999 4.003151 2.438 2.381 -4.063
O 4.710262 -4.824371 3.457274 -3.486 -2.760 2.496
O 2.644512 -5.863604 3.414574 0.235 0.890 0.281
H 1.141061 -8.666652 4.204057 -0.531 0.104 0.124
H 1.629102 -8.062855 2.665611 0.492 0.163 0.071
H 0.147730 -7.467891 3.235534 -0.172 -0.198 0.472
H 1.099148 -6.057451 4.849469 0.055 0.620 -0.462
H 3.043592 -8.176179 5.359706 0.566 0.151 -0.407
H 2.475628 -6.814729 6.314274 0.261 -0.191 0.158
O -0.916711 0.573393 -0.983416 2.386 -0.455 -0.225
S 0.548668 0.369151 -1.110128 0.133 -0.635 -0.672
O 1.110166 -0.610602 -2.071679 -1.144 1.458 1.267
C 1.372255 2.002723 -1.371846 0.334 -0.114 0.290
C 2.136452 2.325182 -0.059364 -0.898 0.144 -0.355
C 2.533353 1.047794 0.589239 0.112 -2.941 -0.137
C 1.324131 0.040983 0.526995 -0.704 2.135 -0.281
H 0.595110 2.712053 -1.656458 0.076 -0.031 0.189
H 2.096050 1.925967 -2.183227 -0.252 -0.381 -0.120
H 3.082670 2.843105 -0.216008 -0.477 0.642 -0.212
H 1.460298 2.841091 0.622357 0.209 0.458 -0.058
H 2.884427 1.183990 1.612123 -0.148 -0.035 -0.005
H 3.348266 0.589435 0.028944 0.245 0.029 0.006
H 0.594979 0.529522 1.173349 -0.334 -0.569 0.361
H 1.379690 -1.034187 0.697295 0.438 0.279 -0.038
O -4.070084 -4.251170 -7.378965 -0.408 1.916 -1.113
S -4.187110 -3.044886 -8.229918 0.754 -0.273 0.068
O -4.966146 -3.077001 -9.461050 0.497 -0.101 0.951
C -4.675067 -1.546195 -7.252122 1.234 0.070 -0.098
C -3.311197 -0.836471 -6.917270 -1.053 -1.375 -0.907
C -2.469264 -0.969608 -8.215538 0.134 1.001 0.923
C -2.433617 -2.426533 -8.554197 -0.997 -1.042 0.233
H -5.207294 -1.881174 -6.361825 -0.182 0.125 -0.259
H -5.218845 -0.874050 -7.915919 -0.439 -0.439 0.067
H -3.488300 0.189951 -6.596042 0.184 -0.161 0.076
H -2.879148 -1.469508 -6.142211 0.419 0.507 0.247
H -1.483710 -0.544611 -8.025379 0.216 -0.278 -0.045
H -2.873814 -0.348033 -9.014336 -0.303 -0.176 -0.099
H -1.896070 -3.020973 -7.815428 0.273 0.173 -0.034
H -2.096815 -2.698438 -9.554575 -0.308 0.048 0.031
C 5.568133 8.379878 -4.435576 -0.658 0.876 -1.634
C 5.414905 6.948618 -4.190098 -1.629 -3.049 0.782
C 6.505212 6.338893 -3.239982 -2.023 -0.101 -0.839
O 4.380826 6.321744 -4.543218 3.312 1.666 0.941
H 5.444273 9.010151 -3.554932 0.046 -0.204 0.055
H 4.770727 8.555937 -5.157547 -0.036 0.725 0.083
H 6.507128 8.618922 -4.934820 0.195 -0.031 0.244
H 7.510013 6.232262 -3.648760 -0.144 0.328 -0.021
H 6.106275 5.371713 -2.934198 0.308 -0.023 0.121
H 6.434364 7.045289 -2.412878 0.627 -0.194 0.278
C -5.614575 -2.579593 0.865486 -0.039 0.253 0.211
C -5.447128 -2.548622 2.359083 0.213 0.657 0.668
C -4.237817 -3.184682 2.972791 0.370 -0.049 -0.465
O -6.251273 -2.008157 3.073026 -0.716 0.326 0.164
H -6.505008 -2.008218 0.603249 -0.247 -0.548 0.056
H -5.648736 -3.647883 0.651772 -0.205 0.098 -0.724
H -4.817111 -2.084161 0.311660 0.432 -0.362 0.207
H -3.390113 -2.564649 2.681167 0.260 -0.124 -0.137
H -4.112561 -4.172340 2.528994 0.295 -0.111 0.212
H -4.253979 -3.200972 4.062550 -0.337 -0.126 -0.194
C 1.210889 -0.192962 7.740868 -0.968 0.007 0.825
C 0.074632 -0.247181 6.749058 1.189 -2.016 -2.006
C -0.964470 0.794427 6.815436 -0.642 0.977 -0.092
O 0.075885 -1.093713 5.851616 -0.250 0.975 1.213
H 1.974585 0.476287 7.344667 0.129 -0.092 0.174
H 1.588973 -1.168490 8.046645 0.199 -0.001 -0.684
H 0.776972 0.213668 8.654361 0.370 0.428 0.141
H -0.741796 1.521891 7.596018 -0.427 -0.136 0.125
H -1.951801 0.338524 6.889097 0.010 -0.037 0.497
H -1.050174 1.355021 5.884582 0.384 -0.104 -0.212
C -6.892245 5.787782 -3.927729 -0.035 0.514 -0.952
C -6.012754 4.726249 -3.328527 -0.027 0.853 0.847
C -6.690885 3.391369 -3.052705 0.905 -0.152 -0.471
O -4.898549 5.026934 -2.938835 -0.632 -0.837 -0.376
H -7.527310 5.468966 -4.754259 -0.349 -0.494 0.384
H -6.344151 6.609150 -4.389294 0.434 0.003 0.511
H -7.489340 6.187922 -3.108302 -0.240 0.014 -0.092
H -7.411979 3.414500 -2.235657 0.135 0.325 0.091
H -5.890232 2.687140 -2.826648 -0.224 -0.176 0.117
H -7.237982 3.066037 -3.937545 0.032 -0.044 -0.038

8
Properties=species:S:1:pos:R:3:forces:R:3 method="wB97M-V/def2-TZVPD" e_tot_ev=-18366.1204 e_homo_ha=-0.6255 max_force_ha_per_bohr=0.0199 homo_lumo_gap_ha=0.390 total_charge=+1 molar_mass_g_mol=96.90 e_lumo_ev=-6.41
O -0.699827 0.038986 1.617593 -0.514 0.626 -0.624
B 0.037932 -0.250415 0.557828 0.156 -0.800 0.502
O 0.552092 -1.404420 0.142081 -0.664 0.136 -0.500
S 0.486920 1.412289 -0.474401 0.137 0.709 0.227
F -0.618720 1.257129 -1.589623 0.101 -0.132 -0.042
H -1.603853 -0.317996 1.638339 0.330 -0.235 0.551
H 0.273665 -1.739668 -0.724958 0.523 -0.139 0.058
H 1.571791 1.004096 -1.166860 -0.069 -0.167 -0.173

7
Properties=species:S:1:pos:R:3:forces:R:3 method="wB97M-V/def2-TZVPD" relative_energy_ev=1.284 e_tot_ev=-13918.1038 e_homo_ha="-0.3146 / -0.3223" max_force_ha_per_bohr=0.0551 homo_lumo_gap_ha="0.257 / 0.260" molar_mass_g_mol=83.03 e_lumo_ev="-1.56 / -1.68"
C -1.378818 0.179972 -0.074932 -1.800 1.217 -0.075
C 0.955050 -0.399102 0.447328 0.108 1.271 1.029
C -0.169880 -0.382135 -0.443919 2.802 0.390 0.126
N -2.307457 0.840269 0.147263 0.507 -0.823 0.061
P 1.877574 0.901436 -0.125679 -0.975 -1.310 -0.237
H 0.838912 -0.648655 1.484920 0.165 -0.569 0.347
H 0.184618 -0.491784 -1.434983 -0.806 -0.177 -1.252